{
  "formula": "C18H52N2O7",
  "method": "the ωB97M-V functional and the def2-TZVPD basis",
  "species": ["O", "O", "O", "O", "O", "O", "O", "N", "N", "C", "C", "C", "C", "C", "C", "C", "C", "C", "C", "C", "C", "C", "C", "C", "C", "C", "C", "H", "H", "H", "H", "H", "H", "H", "H", "H", "H", "H", "H", "H", "H", "H", "H", "H", "H", "H", "H", "H", "H", "H", "H", "H", "H", "H", "H", "H", "H", "H", "H", "H", "H", "H", "H", "H", "H", "H", "H", "H", "H", "H", "H", "H", "H", "H", "H", "H", "H", "H", "H"],
  "xyz": [[2.632, -3.835, 4.584], [-2.617, -6.146, -2.068], [2.604, 1.903, 10.761], [3.178, 0.220, 1.288], [-3.734, 4.591, 7.655], [3.868, -0.840, -7.389], [-5.829, 0.554, -1.891], [-5.280, 0.666, -4.816], [5.571, 1.330, -8.182], [-2.142, 4.741, 5.779], [5.074, 1.101, -6.900], [-5.910, -0.089, -0.622], [2.573, 2.519, 9.467], [3.255, -4.964, 5.041], [2.381, 1.353, 1.263], [-7.525, 1.342, -5.167], [-6.393, 1.163, -4.119], [-3.562, 4.675, 6.262], [5.096, 2.473, -6.284], [-0.393, -5.350, -1.798], [-1.792, -5.047, -2.351], [4.757, -4.806, 4.899], [3.695, 0.413, -6.781], [2.682, -1.666, -7.184], [3.548, 1.975, 8.436], [-6.767, 0.281, -2.938], [1.021, 0.814, 0.716], [2.847, 2.143, 0.675], [-5.116, 0.177, 0.077], [5.330, 0.518, -8.732], [2.986, -5.046, 6.094], [-2.147, 5.264, 4.823], [5.825, 0.521, -6.364], [-0.417, -5.948, -0.887], [1.810, -1.259, -7.696], [-3.059, -6.403, -2.881], [4.536, 2.156, 8.859], [-5.850, -1.156, -0.837], [-1.693, 3.759, 5.629], [-6.150, 2.201, -3.892], [3.424, 0.898, 8.326], [3.512, 0.343, -5.709], [2.909, 0.975, -7.285], [2.093, 1.735, 2.243], [-4.993, 1.364, -5.487], [-4.169, 5.534, 5.978], [6.576, 1.261, -8.105], [-6.913, -0.764, -3.211], [-6.875, 0.078, -0.145], [5.333, -5.575, 5.413], [-7.877, 0.424, -5.639], [0.977, 0.140, -0.139], [2.841, -2.702, -7.483], [-2.173, -4.142, -1.877], [-3.927, 3.805, 5.716], [2.765, 3.590, 9.530], [-8.343, 1.919, -4.737], [-7.189, 2.031, -5.943], [1.559, 2.477, 9.068], [2.779, -0.357, 1.943], [4.519, 3.302, -6.693], [-4.622, 0.589, -4.055], [-4.653, 4.378, 7.832], [5.037, -4.723, 3.848], [0.335, 1.632, 0.495], [-1.454, 5.314, 6.400], [0.491, 0.294, 1.515], [3.027, -5.857, 4.460], [1.855, 2.223, 11.269], [-7.751, 0.631, -2.627], [0.090, -5.972, -2.551], [1.703, -3.878, 4.821], [3.514, 2.400, 7.432], [0.228, -4.471, -1.624], [-1.768, -4.751, -3.399], [4.725, 2.366, -5.264], [6.134, 2.797, -6.209], [2.455, -1.703, -6.118], [4.929, -3.903, 5.484]],
  "forces_ev_per_angstrom": [[-0.84, 1.65, -1.13], [-0.50, -0.38, -0.44], [0.71, -0.21, -0.78], [1.65, -0.37, 0.71], [0.63, -0.63, 0.65], [-1.56, -1.56, 0.14], [0.88, 0.48, -0.02], [1.43, -1.39, -0.05], [0.34, -0.97, -3.10], [0.82, 0.69, 0.09], [-0.91, 1.14, 1.76], [-0.98, -1.03, -1.25], [-1.04, 0.97, -0.69], [1.21, -1.65, 0.54], [-2.51, -0.88, -1.05], [-0.23, 0.45, 0.70], [-2.18, 0.82, -1.54], [-0.68, 0.09, -0.55], [-0.22, 0.33, 2.22], [0.03, -0.30, -0.83], [0.89, 1.05, 0.97], [-0.35, 0.75, 0.93], [1.89, 0.52, -0.55], [0.79, 0.49, 0.28], [0.48, -0.90, 1.21], [-0.59, 1.40, 0.88], [-0.92, 1.34, 0.15], [-0.03, -0.23, -0.08], [0.12, 0.41, -0.56], [-0.01, -0.19, -0.59], [0.17, -0.77, 0.18], [0.01, -0.17, -0.18], [-0.44, -0.54, 0.66], [-0.34, 0.20, 0.06], [0.04, 0.11, -0.20], [-0.12, -0.11, 0.11], [0.27, -0.16, -0.29], [0.11, -0.35, 0.44], [-0.13, -0.03, 0.09], [-0.44, 0.13, 1.38], [0.04, -0.08, 0.01], [-0.38, -0.19, 0.13], [-0.16, 0.24, 0.02], [0.61, 0.27, 0.29], [0.47, -0.09, 0.02], [0.28, 0.21, -0.68], [0.25, 0.35, -0.32], [0.63, -0.26, -0.05], [-0.15, 0.24, 0.09], [-0.22, -0.30, -0.26], [0.04, -0.04, 0.17], [0.82, 0.17, -0.10], [0.38, 0.27, -0.35], [-0.31, 0.00, 0.40], [-0.73, -0.22, 0.27], [0.18, 0.23, 0.40], [-0.38, -0.39, 0.22], [0.40, -0.25, -0.22], [-0.24, -0.30, -0.05], [0.21, -0.33, 0.00], [-0.11, -0.49, -0.72], [1.15, -0.14, -0.52], [-0.01, 0.00, 0.02], [0.15, 0.17, 0.19], [-0.06, 0.26, -0.18], [-0.20, 0.06, 0.29], [0.23, -0.23, 0.27], [-0.78, -0.24, 0.14], [-0.01, 0.08, -0.11], [-0.30, 0.01, 0.32], [0.36, -0.05, 0.10], [-0.03, 0.05, -0.09], [-0.39, 0.39, 0.30], [-0.14, 0.09, -0.09], [0.14, -0.50, -0.27], [0.13, 0.23, 0.46], [0.00, 0.14, -0.03], [-0.04, 0.11, 0.19], [0.69, 0.37, -0.50]],
  "gap_ha": 0.3473,
  "total_charge": 0,
  "e_tot_ev": -36816.887,
  "homo_energy_ha": -0.336,
  "smiles": "COC[C@H](C)N.COC[C@H](C)N.CCO.CCO.CCO.CCO.CCO",
  "lumo_energy_ev": 0.31
}

---

{
  "formula": "C5H8N2O",
  "method": "the ωB97M-V functional and the def2-TZVPD basis",
  "species": ["O", "N", "N", "C", "C", "C", "C", "C", "H", "H", "H", "H", "H", "H", "H", "H"],
  "xyz": [[1.636, 1.689, -1.389], [0.256, -2.450, 1.199], [-0.502, 0.697, -0.402], [0.904, 2.150, 0.912], [0.388, -1.345, 0.597], [1.070, 1.604, -0.356], [-1.320, -1.433, -1.192], [-0.547, -0.716, -0.370], [-0.632, -2.907, 0.976], [1.304, -0.786, 0.793], [-0.528, 1.445, 0.566], [-1.283, -2.512, -1.192], [0.732, 1.475, 1.743], [1.555, 2.971, 1.188], [-1.987, -0.967, -1.906], [-1.047, 1.086, -1.166]],
  "forces_ev_per_angstrom": [[-0.21, -0.09, 0.29], [-0.06, 0.04, -0.08], [0.12, 1.14, 1.80], [0.70, 0.14, 0.14], [0.13, -0.18, 0.14], [0.17, 0.52, -0.20], [0.23, 0.23, 0.19], [-0.37, -0.31, -0.17], [-0.01, 0.12, -0.03], [-0.01, 0.07, -0.01], [-0.61, -1.58, -2.01], [0.06, -0.03, 0.04], [-0.27, -0.18, -0.08], [0.09, -0.01, -0.17], [-0.01, 0.07, 0.02], [0.04, 0.06, 0.15]],
  "gap_ha": 0.3283,
  "total_charge": 0,
  "e_tot_ev": -10338.580,
  "homo_energy_ha": -0.320,
  "smiles": "[H]/N=C\\C(=C)[NH2+]C(=C)[O-]",
  "lumo_energy_ev": 0.23
}

---

{
  "formula": "C2H8OSi2",
  "method": "the ωB97M-V functional and the def2-TZVPD basis",
  "species": ["Si", "Si", "O", "C", "C", "H", "H", "H", "H", "H", "H", "H", "H"],
  "xyz": [[-1.869, 0.550, 0.212], [0.604, 0.496, 0.383], [-2.025, 1.268, -1.093], [-1.900, -1.376, 0.731], [1.430, 1.807, -0.654], [-2.574, 1.067, 1.485], [1.939, 1.592, -1.600], [-2.714, -1.873, 0.106], [0.438, 2.340, -0.832], [1.790, -1.197, 0.205], [-0.922, -1.928, 0.676], [-2.264, -1.293, 1.751], [2.126, 2.394, -0.081]],
  "forces_ev_per_angstrom": [[-1.11, -2.53, 4.19], [2.37, -2.10, -0.92], [0.50, 0.84, -2.19], [-0.34, 0.42, -1.81], [-1.58, -0.09, -0.36], [0.63, 0.14, -0.74], [-0.37, -0.33, 0.21], [1.18, 0.35, 0.77], [1.43, 0.13, -0.17], [-1.81, 2.41, 0.37], [-1.12, 0.40, -0.04], [0.15, -0.16, 0.19], [0.08, 0.52, 0.51]],
  "gap_ha": 0.2686,
  "total_charge": 0,
  "e_tot_ev": -20002.861,
  "homo_energy_ha": -0.341,
  "lumo_energy_ev": -1.97
}

---

{
  "formula": "C2H10N2O2",
  "method": "the ωB97M-V functional and the def2-TZVPD basis",
  "species": ["O", "O", "N", "N", "C", "C", "H", "H", "H", "H", "H", "H", "H", "H", "H", "H"],
  "xyz": [[2.462, 0.696, 0.239], [-1.538, -1.158, -1.345], [-1.556, 1.322, -0.534], [1.332, -1.317, 1.106], [1.064, -1.645, -0.074], [-0.768, 1.143, 0.696], [-1.304, 1.578, 1.543], [-0.645, 0.036, 0.850], [0.214, 1.624, 0.537], [-1.935, -1.351, -2.211], [-2.534, 1.271, -0.239], [3.093, 1.268, 0.694], [1.611, -1.173, -0.894], [-1.517, 0.425, -1.089], [0.320, -2.415, -0.335], [1.702, -0.305, 1.056]],
  "forces_ev_per_angstrom": [[-0.87, -0.70, 0.29], [0.40, 0.15, 0.36], [-0.48, -0.84, 1.60], [-1.40, -0.73, -1.67], [0.50, -0.12, 1.16], [-0.46, 0.41, -1.18], [0.24, -0.13, -0.02], [0.20, 0.52, 0.21], [-0.17, -0.51, 0.27], [0.09, 0.15, 0.22], [-0.02, 0.59, -0.15], [0.02, -0.15, 0.23], [-0.10, 0.18, -0.29], [0.64, -0.55, -0.96], [-0.31, 0.05, -0.07], [1.71, 1.69, 0.00]],
  "gap_ha": 0.1432,
  "total_charge": 0,
  "e_tot_ev": -9302.391,
  "homo_energy_ha": -0.319,
  "lumo_energy_ev": -4.77
}

---

{
  "formula": "C5H14O",
  "method": "the ωB97M-V functional and the def2-TZVPD basis",
  "species": ["O", "C", "C", "C", "C", "C", "H", "H", "H", "H", "H", "H", "H", "H", "H", "H", "H", "H", "H", "H"],
  "xyz": [[2.530, -0.210, -0.476], [-0.613, -1.033, -0.158], [-0.835, 0.465, -0.659], [-0.210, 1.602, 0.285], [-0.682, 1.284, 1.741], [0.273, -1.958, -1.012], [0.047, 0.697, 2.316], [-1.890, 0.729, -0.622], [-0.304, 0.477, -1.611], [-0.758, 2.260, 2.239], [-1.624, -1.405, -0.195], [2.133, -0.035, -1.332], [-0.024, -2.074, -2.054], [0.865, 1.477, 0.192], [1.341, -1.725, -0.921], [-0.626, 2.558, 0.001], [1.803, -0.089, 0.116], [-1.629, 0.766, 1.760], [0.330, -2.891, -0.427], [-0.127, -0.894, 0.817]],
  "forces_ev_per_angstrom": [[1.20, 0.38, -0.36], [0.37, 1.94, -0.90], [1.57, 0.18, 1.04], [-1.06, -3.10, 0.18], [1.11, 1.23, -0.20], [0.64, -0.25, 1.37], [-0.19, 0.07, -0.21], [-0.10, -0.35, -0.92], [-0.81, 0.62, -0.51], [-0.22, -0.42, 0.27], [-0.13, -0.67, 0.96], [0.13, 0.09, -0.22], [-0.12, -0.20, 0.19], [0.08, 1.01, 0.13], [-0.59, 0.29, -0.61], [0.46, 0.28, -0.33], [-0.55, 0.06, 0.74], [-0.35, -0.01, 0.02], [-0.69, -0.30, -0.79], [-0.74, -0.86, 0.15]],
  "gap_ha": 0.4223,
  "total_charge": 0,
  "e_tot_ev": -7458.406,
  "homo_energy_ha": -0.387,
  "smiles": "CCCCC.O",
  "lumo_energy_ev": 0.96
}

---

What are the energy relative to the best compared isomer or geometry (same formula, charge and spin) values for these records? In order: 2.606; 4.146; 3.797; 9.178; 1.379 eV.